Record 1
Here is a cluster of 9 separate species, C28H77N3O11 in total in a non-equilibrium geometry from OMol25. Energies are from wB97M-V/def2-TZVPD.

```
! RIJCOSX wB97M-V def2-TZVPD def2/J DEFGRID3
* xyz 0 1
C 4.57122 3.44317 -1.01021
C 3.61257 2.44357 -0.43205
C 4.34023 1.18459 0.01927
O 5.07367 0.55782 -0.98964
C 4.28820 -0.06511 -1.94673
N 2.93025 2.98162 0.79623
H 5.30302 3.75579 -0.23838
H 4.05851 4.33655 -1.35319
H 5.25615 2.96356 -1.72341
H 2.92467 2.13963 -1.22360
H 3.59549 0.50176 0.44542
H 5.04838 1.41641 0.82546
H 4.86656 -0.86882 -2.41941
H 4.04830 0.61634 -2.78126
H 3.38148 -0.53922 -1.57293
H 3.64270 3.02860 1.52554
H 2.70400 3.96284 0.61125
C -3.55381 1.85313 2.71684
C -3.33526 0.40936 3.12433
O -3.16870 -0.46875 2.02541
H -3.40326 2.49271 3.60794
H -4.53443 2.06231 2.30235
H -2.74700 2.22412 2.08167
H -4.11040 0.07698 3.82257
H -2.40673 0.32628 3.69563
H -4.03793 -0.74041 1.70011
C -2.35365 -5.01825 -1.58641
C -2.00362 -5.83706 -2.79214
O -2.51438 -5.16260 -3.96581
H -3.41365 -4.80400 -1.53000
H -1.84089 -4.05709 -1.69912
H -1.98649 -5.48916 -0.67907
H -2.39967 -6.85634 -2.69246
H -0.91246 -5.96523 -2.87705
H -2.88407 -5.79293 -4.58828
C -0.78904 4.49025 -2.90182
C -1.15310 3.02596 -2.55557
O -2.04440 2.99691 -1.43255
H -0.04431 4.51600 -3.70090
H -0.47689 5.00693 -2.00210
H -1.67457 4.98230 -3.32118
H -0.19913 2.51002 -2.34506
H -1.60632 2.56154 -3.45024
H -1.76230 2.24385 -0.86699
C 0.30951 -1.03883 0.00270
C -0.10008 0.25117 0.69501
O -1.39711 0.77297 0.24768
H 1.32216 -1.28754 0.34445
H 0.30942 -0.95142 -1.07824
H -0.36064 -1.82158 0.36823
H 0.65592 1.02268 0.53397
H -0.21633 0.01934 1.76311
H -2.06066 0.21267 0.73686
C -0.01873 2.62129 3.54998
C 1.36391 2.52244 4.30285
O 1.62130 1.12736 4.74823
H -0.12021 3.62299 3.10697
H -0.82555 2.46014 4.25001
H 0.02752 1.92704 2.71434
H 1.27660 3.14484 5.20755
H 2.16770 2.81542 3.62428
H 2.58254 0.91517 4.58390
C -1.31063 -1.70767 -4.53656
C -0.64929 -2.85927 -5.27980
O 0.07350 -3.71802 -4.40127
H -0.88347 -0.70973 -4.72799
H -1.34141 -1.81801 -3.45923
H -2.32738 -1.55018 -4.93603
H 0.03112 -2.43776 -6.03660
H -1.36971 -3.38755 -5.91588
H -0.60358 -4.30292 -4.01569
C -6.09618 -3.61293 -1.48968
O -5.38334 -2.41965 -1.36163
C -4.57885 -2.12932 -2.49075
C -4.06715 -0.76687 -2.39121
N -5.14269 0.11732 -2.81726
C -4.81727 1.52172 -2.78731
C -5.97360 2.34354 -3.15638
O -5.72583 3.68987 -2.98989
C -4.94058 4.20133 -4.00666
H -7.05781 -3.46046 -0.99758
H -5.57241 -4.44740 -1.01223
H -6.28436 -3.86789 -2.53995
H -5.27358 -2.10779 -3.35774
H -3.87941 -2.91669 -2.80656
H -3.22819 -0.60195 -3.06818
H -3.71042 -0.48137 -1.38500
H -5.96743 -0.05681 -2.24259
H -4.01246 1.65254 -3.52193
H -4.45539 1.84359 -1.79984
H -6.82726 2.06135 -2.51762
H -6.37786 2.12637 -4.16157
H -5.13955 5.27178 -4.07135
H -5.22694 3.78003 -4.97864
H -3.88625 4.04381 -3.77178
C 7.94016 -0.93639 6.42179
O 7.87262 -0.82071 4.99169
C 6.90182 0.01263 4.55742
C 5.49592 -0.36148 5.03425
N 4.44036 0.37174 4.32230
C 3.96967 -0.33148 3.10427
C 3.23467 -1.62564 3.47224
O 3.10259 -2.35218 2.30388
C 1.91342 -3.16285 2.31511
H 7.44130 -1.86062 6.75493
H 7.51932 -0.08089 6.97035
H 8.98522 -0.98705 6.74862
H 6.92353 0.06016 3.46472
H 7.11726 1.05085 4.88345
H 5.40623 -0.11078 6.10124
H 5.37574 -1.44191 5.01110
H 4.84044 1.25488 3.99371
H 4.78522 -0.50487 2.40850
H 3.13202 0.26124 2.73385
H 2.26108 -1.31079 3.88516
H 3.71508 -2.21765 4.25853
H 1.81653 -3.67452 1.36821
H 1.07418 -2.45291 2.43303
H 1.91508 -3.85393 3.16972
*
```

Properties
Structure (SMILES) = COC[C@H](C)N.COCCNCCOC.COCCNCCOC.CCO.CCO.CCO.CCO.CCO.CCO
Lowest unoccupied orbital energy = 0.01775 hartree
E_HOMO = -8.46 eV
ΔE to the lowest compared entry with this formula, charge and spin = 3.8202 eV
HOMO-LUMO gap = 8.94 eV

Atomic partial charges in e from the Löwdin method, atoms 1 to 8:
1 C -0.068
2 C -0.431
3 C -0.242
4 O -0.165
5 C -0.121
6 N 0.047
7 H 0.089
8 H 0.077



Record 2
Here is a cluster of 7 separate species, C28H77N7O7 in total in a non-equilibrium geometry from OMol25. Energies are from wB97M-V/def2-TZVPD.

```
! RIJCOSX wB97M-V def2-TZVPD def2/J DEFGRID3
* xyz 0 1
C 4.96533 -6.47686 2.49831
C 3.82981 -5.94292 3.37438
C 3.26477 -4.72453 2.66010
O 2.16704 -4.06828 3.29736
C 2.27427 -3.77752 4.65847
N 2.80122 -7.01834 3.45786
H 5.65261 -7.10927 3.07076
H 5.59001 -5.66011 2.13011
H 4.62982 -7.11933 1.68652
H 4.16815 -5.72977 4.38340
H 2.98671 -4.88211 1.62263
H 4.08144 -3.97311 2.65741
H 1.59404 -4.37697 5.27458
H 1.98887 -2.73130 4.80890
H 3.26797 -3.90003 5.09829
H 2.69334 -7.45031 2.54599
H 1.90397 -6.56708 3.61805
C 1.48872 -4.54964 -1.44074
C 1.87554 -6.01338 -1.57050
C 2.42335 -6.37471 -2.93459
O 3.63514 -5.66043 -3.13504
C 4.20798 -5.91379 -4.38904
N 2.76033 -6.40656 -0.46798
H 2.26703 -3.92557 -1.90102
H 1.48576 -4.24279 -0.39550
H 0.55541 -4.25119 -1.91508
H 0.93831 -6.57189 -1.45964
H 1.69231 -6.09551 -3.70659
H 2.67877 -7.44014 -2.99746
H 4.10189 -6.97569 -4.65196
H 5.25266 -5.62161 -4.44108
H 3.67815 -5.36096 -5.18102
H 2.77719 -7.42120 -0.39380
H 3.72321 -6.20319 -0.73394
C -2.31007 -0.59062 -2.05263
C -1.83582 0.07562 -3.34459
C -2.89068 0.08526 -4.42613
O -3.43332 -1.20861 -4.60257
C -4.65523 -1.19050 -5.28483
N -1.32318 1.44431 -3.15917
H -1.44048 -1.02006 -1.55987
H -2.97927 -1.42056 -2.29188
H -2.86569 0.09215 -1.41136
H -0.97426 -0.47158 -3.74534
H -2.48550 0.39993 -5.39717
H -3.69742 0.78320 -4.14021
H -5.35456 -0.46610 -4.84809
H -5.09378 -2.18509 -5.27715
H -4.51608 -0.90148 -6.33960
H -0.77952 1.49308 -2.30777
H -2.07996 2.11988 -3.12165
C -4.98837 3.76394 -0.37006
C -3.71614 3.99519 -1.17168
C -3.99246 3.77838 -2.64271
O -2.78360 4.06882 -3.36291
C -2.97458 3.88348 -4.74477
N -3.29252 5.37965 -0.99441
H -5.77121 4.47413 -0.64461
H -4.81664 3.95399 0.69092
H -5.35165 2.74889 -0.53927
H -2.96331 3.24312 -0.89197
H -4.77870 4.45765 -2.99056
H -4.25336 2.73338 -2.84857
H -3.38873 2.90649 -5.01325
H -2.01215 3.97729 -5.24935
H -3.60240 4.67765 -5.17028
H -2.86648 5.50529 -0.07795
H -2.47370 5.55343 -1.57769
C 2.85446 0.41811 0.10706
C 3.39515 1.84227 0.25879
C 2.33842 2.83574 0.71116
O 1.24330 2.93556 -0.16110
C 1.48041 3.41237 -1.45801
N 4.48412 1.88457 1.23300
H 3.59843 -0.21620 -0.38245
H 2.00067 0.34845 -0.57706
H 2.59963 0.01311 1.08658
H 3.79700 2.18240 -0.70029
H 2.80447 3.82308 0.83069
H 1.92633 2.51408 1.67300
H 0.52686 3.74407 -1.86558
H 1.86081 2.62209 -2.12176
H 2.23425 4.20953 -1.48147
H 4.16714 1.65986 2.16683
H 5.25526 1.28059 0.98849
C -1.32903 -2.58513 1.16309
C -0.90500 -1.52870 2.17339
C -1.96547 -0.47213 2.32626
O -2.19223 0.32806 1.16361
C -1.03634 0.97406 0.66882
N -0.70722 -2.17506 3.47685
H -1.78713 -2.09243 0.30326
H -2.11317 -3.22855 1.56785
H -0.49401 -3.20895 0.84503
H 0.02665 -1.07815 1.80675
H -1.67037 0.23952 3.11639
H -2.94530 -0.90298 2.52199
H -0.28278 0.27718 0.28453
H -0.53871 1.49129 1.50428
H -1.32022 1.66390 -0.11755
H -0.51809 -1.47796 4.18604
H 0.05389 -2.83872 3.40209
C -0.63871 4.95097 1.44661
C -1.04489 6.17120 2.22776
C -1.09148 5.89636 3.71065
O -1.62700 7.03570 4.36424
C -1.73405 6.82964 5.75593
N -0.13597 7.30440 1.95290
H -1.26142 4.06364 1.57758
H 0.39428 4.66971 1.66855
H -0.59507 5.12080 0.36531
H -2.04856 6.53623 1.95067
H -0.05125 5.78413 4.05812
H -1.68761 5.00945 3.94320
H -2.19200 7.72129 6.18873
H -0.74170 6.69390 6.19400
H -2.43328 6.01957 5.99215
H -0.33981 7.67117 1.03409
H -0.27395 8.02336 2.64994
*
```

Properties
Structure (SMILES) = COC[C@H](C)N.COC[C@H](C)N.COC[C@H](C)N.COC[C@H](C)N.COC[C@H](C)N.COC[C@H](C)N.COC[C@H](C)N
Lowest unoccupied orbital energy = 0.02085 hartree
E_HOMO = -8.97 eV
ΔE to the lowest compared entry with this formula, charge and spin = 0.9759 eV
HOMO-LUMO gap = 9.54 eV

Atomic partial charges in e from the Löwdin method, atoms 1 to 8:
1 C -0.068
2 C -0.415
3 C -0.200
4 O -0.209
5 C -0.134
6 N 0.042
7 H 0.078
8 H 0.077